(1)
Molecular formula: C7H37NO11
Method: DFT, ωB97M-V with the def2-TZVPD basis set

Its multiplicity is 1. Its HOMO-LUMO gap is 9.65 eV. Its SMILES is C=C(CC)C[C@@H](C)N.O.O.O.O.O.O.O.O.O.O.O. Its total energy is -1171.367872 a.u. As for the lowest unoccupied orbital energy: 0.4 eV. As for the relative energy (zero: lowest compared OMol25 entry of this formula, charge and spin): 0.0 kJ/mol.

XYZ file:
```
56
C7H37NO11, DFT ωB97M-V with the def2-TZVPD basis set
C -1.41700 -1.12902 0.72826
C -0.62480 -0.05917 0.73949
C -1.18071 1.35199 0.74758
C -2.15311 1.65870 -0.38552
C 0.88482 -0.17990 0.77006
C 1.57586 0.17244 -0.54924
C 3.02792 0.56733 -0.31028
N 1.47946 -0.94031 -1.52097
H -2.49610 -1.04763 0.69106
H -1.01409 -2.13401 0.76896
H -1.70138 1.49387 1.69495
H -0.37007 2.07650 0.72595
H -1.66957 1.58791 -1.36333
H -3.00125 0.97320 -0.40886
H -2.55762 2.66711 -0.29601
H 1.17069 -1.18318 1.07840
H 1.24794 0.50665 1.53550
H 1.06667 1.03754 -0.98368
H 3.51448 0.85946 -1.24545
H 3.07135 1.42218 0.36631
H 3.58717 -0.26438 0.13097
H 1.22481 -1.81796 -1.07732
H 2.38638 -1.07568 -1.94866
O 0.25932 2.77158 -2.87636
H 0.56416 3.10932 -2.00847
H -0.38112 3.40216 -3.21509
O -1.37927 -3.73625 -1.53605
H -2.21891 -3.80201 -1.07079
H -1.37498 -2.84897 -1.96842
O 0.04396 0.19235 -3.94953
H 0.74955 -0.24456 -3.44178
H 0.08071 1.12112 -3.64789
O 0.87820 -3.74030 -0.05342
H 1.28496 -4.57832 -0.30238
H 0.01457 -3.77300 -0.55201
O 1.06636 3.95732 -0.47902
H 0.62088 4.78283 -0.26302
H 1.31801 3.57512 0.39007
O -4.24501 -1.25766 -1.39678
H -4.85551 -0.90208 -2.05881
H -3.36612 -1.16040 -1.81909
O -0.39526 -0.99378 3.80380
H -1.20200 -0.93707 3.27945
H 0.08047 -1.75266 3.40039
O 0.71224 1.50750 3.94945
H 0.13323 1.86715 4.63024
H 0.43885 0.56501 3.85594
O 0.79414 -3.25164 2.69495
H 1.68773 -3.48017 2.97647
H 0.79928 -3.41235 1.72428
O -1.60817 -1.14805 -2.33301
H -1.04151 -0.74740 -1.65110
H -1.21353 -0.71161 -3.13221
O 1.85257 3.05749 2.00451
H 2.48025 3.56431 2.53641
H 1.37011 2.46138 2.62108
```

(2)
Molecular formula: H10O5
Method: DFT, ωB97M-V with the def2-TZVPD basis set

Its multiplicity is 1. Its HOMO-LUMO gap is 11.24 eV. Its SMILES is O.O.O.O.O. Its total energy is -382.193233 a.u. As for the lowest unoccupied orbital energy: 0.3 eV. As for the relative energy (zero: lowest compared OMol25 entry of this formula, charge and spin): 81.2 kJ/mol.

XYZ file:
```
15
H10O5, DFT ωB97M-V with the def2-TZVPD basis set
O -0.11798 -2.32551 -0.49111
H -0.36747 -1.61621 -1.09526
H 0.81709 -2.39146 -0.72371
O 2.36835 0.78784 -2.73551
H 2.18619 1.12628 -1.84376
H 1.78039 1.32215 -3.27202
O 1.30816 1.95795 -0.37660
H 0.68379 2.65725 -0.57357
H 1.07831 1.53963 0.45295
O -3.18995 0.35771 1.90568
H -3.62899 -0.49560 1.96555
H -2.27382 0.06617 1.76678
O -0.44089 -0.65457 1.57005
H 0.01914 -0.85846 2.38893
H -0.22231 -1.47318 1.06160
```

(3)
Molecular formula: C4H10N3O
Method: DFT, ωB97M-V with the def2-TZVPD basis set

Its multiplicity is 1. Its HOMO-LUMO gap is 11.27 eV. Its SMILES is C[N@@H+]1CN=CN1CO. Its total energy is -397.557141 a.u. As for the lowest unoccupied orbital energy: -3.3 eV. As for the relative energy (zero: lowest compared OMol25 entry of this formula, charge and spin): 320.6 kJ/mol. As for the charge: +1.

XYZ file:
```
18
C4H10N3O, DFT ωB97M-V with the def2-TZVPD basis set
C -0.26662 1.81793 0.34796
N -0.26669 0.52035 -0.27219
C -1.60236 0.00992 -0.75998
N -1.73843 -1.27774 -0.11440
C -0.70114 -1.53994 0.54035
N 0.19418 -0.46753 0.66565
C 1.65500 -0.55189 0.50463
O 1.97512 -0.63946 -0.87908
H -0.48868 1.48177 1.45262
H 0.62602 2.39936 0.39795
H -0.94237 2.37622 -0.21897
H 0.25110 0.58533 -1.18316
H -1.77525 -0.21831 -1.74635
H -2.47780 0.53214 -0.30578
H -0.62518 -2.43269 0.97524
H 1.94444 -1.44991 1.00914
H 2.20241 0.42143 0.63374
H 2.03627 -1.56697 -1.04736
```

(4)
Molecular formula: C31H34Cl42IN2O5
Method: DFT, ωB97M-V with the def2-TZVPD basis set

Its multiplicity is 1. Its HOMO-LUMO gap is 7.12 eV. Its total energy is -21312.484792 a.u. As for the lowest unoccupied orbital energy: -4.5 eV. As for the charge: +1.

XYZ file:
```
115
C31H34Cl42IN2O5, DFT ωB97M-V with the def2-TZVPD basis set
C 3.11403 -2.16663 0.36426
C 2.27079 -3.17640 0.88415
C 0.89753 -2.82777 1.62256
C 0.03718 -1.67482 0.93268
C -0.56481 -0.59011 1.89899
N -1.40766 0.50188 1.42728
C -1.93143 1.41962 2.51712
C -3.34019 0.74259 2.97752
O -3.67476 0.92762 4.17731
N -4.12753 -0.00899 1.98621
C -3.81784 -1.46997 1.99134
C -5.59303 0.28154 2.08951
C -1.74395 0.65293 0.03334
C -2.72080 1.85356 -0.42778
C -1.95461 3.25652 -0.46026
O -0.75492 3.26443 -0.05275
I -2.84971 5.11952 -1.16038
C -1.19593 -0.35504 -1.02584
C -0.28133 -1.55643 -0.57836
C 0.27345 -2.64596 -1.62404
O 0.28214 -3.86561 -1.35432
O 0.70265 -2.14890 -2.87571
C 1.83534 -2.88822 -3.40693
C 2.82778 -1.76419 -4.04314
O 2.39347 -1.01211 -4.96322
H 2.86455 -1.07269 0.55919
H 4.00193 -2.44002 -0.29303
H 2.53303 -4.29666 0.79504
H 1.17725 -2.45870 2.68284
H 0.19632 -3.72461 1.77460
H -0.35307 -0.67109 3.02958
H -2.09728 2.48855 2.15472
H -1.15861 1.43740 3.36356
H -3.01814 -1.77194 2.76464
H -4.74311 -2.14324 2.06819
H -3.35160 -1.71416 0.95618
H -6.11800 -0.35720 2.89709
H -6.07286 0.01577 1.08090
H -5.79442 1.40708 2.26594
H -3.62279 1.90792 0.29685
H -3.17693 1.54498 -1.44593
H -1.42462 -0.29208 -2.14386
H 1.52881 -3.56330 -4.28849
H 2.43747 -3.47073 -2.63173
H 3.89158 -1.60098 -3.65897
C -0.99128 -0.87730 -6.13918
Cl -1.98981 -1.67885 -4.91457
Cl -0.29457 -2.06726 -7.24621
Cl -1.94175 0.32003 -7.02945
H -0.17622 -0.36176 -5.63332
C 0.17494 7.65286 -0.90706
Cl -1.06059 8.91724 -0.99901
Cl 0.45523 6.93488 -2.50055
Cl 1.68099 8.30286 -0.24408
H -0.18468 6.87224 -0.23885
C -7.31768 -4.75704 2.42302
Cl -8.53275 -3.47470 2.31164
Cl -7.03868 -5.49000 0.83735
Cl -5.80682 -4.12324 3.09009
H -7.69174 -5.52684 3.09568
C -5.17815 -7.90810 -2.29393
Cl -3.87422 -6.95409 -3.01514
Cl -4.55434 -8.92942 -0.99003
Cl -6.46437 -6.85120 -1.69439
H -5.59656 -8.55381 -3.06379
C 1.73666 2.24958 5.30757
Cl 0.85878 1.39195 4.02850
Cl 0.74187 2.38058 6.76322
Cl 3.26230 1.43095 5.66621
H 1.96146 3.25428 4.95373
C 4.36830 -0.79009 8.43782
Cl 4.70424 0.12175 9.91596
Cl 5.87625 -1.27728 7.64983
Cl 3.36581 -2.20441 8.79255
H 3.81961 -0.14474 7.75507
C 3.80643 3.26960 1.38865
Cl 5.35486 2.47369 1.69620
Cl 2.51641 2.07013 1.21508
Cl 3.42412 4.40980 2.68803
H 3.88424 3.82596 0.45716
C 2.46251 -6.53059 -5.07858
Cl 3.38463 -6.70289 -3.57802
Cl 2.61789 -4.88618 -5.71780
Cl 2.99619 -7.71592 -6.27659
H 1.41242 -6.71451 -4.85845
C -2.21170 -8.31865 1.94332
Cl -0.91709 -7.35180 1.21991
Cl -1.57658 -9.33507 3.24424
Cl -3.50564 -7.27284 2.54539
H -2.62560 -8.96669 1.17324
C -7.94574 0.48078 5.42387
Cl -7.04211 0.32002 6.93513
Cl -7.76603 2.11218 4.76176
Cl -7.41054 -0.73020 4.24705
H -8.99992 0.31067 5.63484
C 7.25357 3.82599 -2.03215
Cl 7.31544 2.10685 -2.44574
Cl 5.72658 4.21678 -1.22577
Cl 8.62682 4.26953 -1.00997
H 7.31142 4.40259 -2.95346
C 9.03004 1.33574 3.55968
Cl 7.83341 0.98882 2.30188
Cl 8.51350 0.66089 5.11159
Cl 10.61563 0.70019 3.10143
H 9.11146 2.41593 3.66595
C 1.03730 10.17087 -5.33386
Cl -0.40883 10.13084 -6.35322
Cl 0.64016 9.70536 -3.67325
Cl 2.29182 9.11158 -5.99278
H 1.42023 11.18964 -5.32238
C 2.18274 6.54431 -9.62998
Cl 3.46733 7.51956 -10.35699
Cl 2.83052 5.53131 -8.33093
Cl 0.88413 7.57997 -9.02153
H 1.77035 5.89332 -10.39853
```